1.
{"formula": "C10H30O7", "method": "wB97M-V/def2-TZVPD", "de_lowest_kcal_mol": 41.1, "gap_ev": 10.4, "species": ["C", "O", "O", "H", "O", "O", "H", "H", "H", "H", "H", "H", "H", "H", "C", "H", "O", "H", "O", "H", "H", "H", "H", "C", "H", "C", "H", "H", "C", "C", "C", "C", "H", "H", "H", "H", "H", "O", "H", "C", "H", "H", "H", "H", "C", "H", "H"], "positions_angstrom": [[-9.201, 5.420, 3.498], [-8.573, 4.719, 2.413], [-7.619, 8.660, 2.953], [-7.040, 9.605, 7.373], [-6.203, 9.283, 7.717], [-5.427, 16.911, 2.591], [-7.628, 4.663, 2.587], [-5.113, 7.711, 8.231], [-10.194, 5.627, 3.094], [-6.803, 7.429, 8.528], [-5.132, 16.834, 3.506], [-6.976, 10.943, 4.331], [-8.664, 6.356, 3.663], [-3.893, 8.067, 0.847], [-6.051, 7.239, 6.404], [-5.928, 11.596, 3.049], [-7.356, 7.046, 5.829], [-7.648, 11.406, 2.833], [-4.215, 9.808, -0.174], [-7.668, 15.687, 3.552], [-5.219, 14.882, 2.039], [-6.563, 15.756, 1.374], [-9.498, 5.048, 5.632], [-4.328, 8.409, -0.099], [-7.410, 7.979, 3.594], [-6.771, 15.068, 3.454], [-5.735, 9.027, 3.427], [-7.805, 7.898, 5.838], [-3.567, 7.661, -1.201], [-5.986, 15.632, 2.288], [-6.112, 7.863, 7.803], [-6.764, 10.924, 3.259], [-9.909, 3.674, 4.501], [-3.525, 6.597, -0.929], [-3.822, 8.395, -2.992], [-5.351, 8.077, -0.281], [-8.262, 4.089, 4.928], [-4.196, 7.670, -2.485], [-6.157, 9.444, 1.747], [-9.248, 4.512, 4.714], [-5.501, 7.874, 5.709], [-2.533, 8.013, -1.326], [-7.121, 14.048, 3.278], [-5.554, 6.270, 6.476], [-6.461, 9.539, 2.788], [-3.311, 10.100, -0.040], [-6.240, 15.014, 4.405]], "forces_ev_per_angstrom": [[0.36, -0.62, -0.60], [0.05, 0.08, -0.14], [-0.24, 0.70, -0.36], [-0.18, -0.31, 0.08], [-0.03, 0.20, 0.24], [-0.09, -0.50, 0.16], [-0.06, -0.01, 0.05], [-0.11, 0.00, 0.04], [0.00, 0.20, 0.36], [-0.41, -0.13, -0.45], [0.13, 0.29, -0.11], [0.31, -0.13, 0.05], [-0.24, -0.02, 0.23], [-0.49, -0.24, 0.15], [-0.98, -0.09, 0.46], [0.08, -0.07, 0.12], [0.22, -0.16, 0.06], [0.02, -0.46, -0.48], [-0.81, 0.51, -0.31], [0.06, -0.09, 0.46], [0.30, 0.38, -0.07], [-0.34, 0.03, 0.18], [-0.44, -0.06, -0.13], [1.34, -0.72, -0.92], [0.14, -0.09, 0.08], [-1.22, 0.13, -0.34], [0.68, 0.71, -0.25], [-0.06, -0.01, -0.04], [0.23, -0.40, -0.40], [0.80, -0.63, 0.11], [1.40, 0.57, -0.66], [-0.12, 0.86, 0.36], [-0.16, 0.06, 0.26], [0.05, 0.21, 0.16], [-0.18, 0.05, -0.01], [-0.24, 0.51, 0.64], [0.08, 0.08, -0.24], [0.04, 0.29, 0.31], [0.08, 0.39, 0.02], [0.32, 0.22, 0.18], [0.43, 0.15, 0.37], [-0.08, 0.02, 0.33], [0.08, 0.03, -0.28], [-0.27, -0.10, -0.19], [-0.87, -1.91, 0.56], [0.15, -0.26, 0.06], [0.28, 0.34, -0.11]], "mulliken_charge": [0.71, -0.53, -0.55, 0.31, -0.52, -0.50, 0.31, 0.32, 0.26, 0.28, 0.31, 0.22, -0.52, 0.27, -0.24, 0.34, -0.42, 0.33, -0.53, 0.32, 0.21, 0.29, 0.28, -0.18, 0.14, -0.90, 0.12, 0.28, -0.59, -0.19, -0.49, -1.03, 0.31, 0.28, 0.29, 0.32, 0.24, -0.51, 0.09, -0.93, 0.15, 0.37, 0.11, 0.33, 0.19, 0.30, 0.37]}

---

2.
{"formula": "C15H17BrO12", "method": "wB97M-V/def2-TZVPD", "gap_ev": 10.7, "species": ["H", "H", "C", "C", "H", "O", "H", "C", "C", "H", "H", "O", "H", "O", "C", "H", "H", "C", "C", "O", "C", "C", "H", "C", "C", "H", "H", "C", "C", "O", "H", "H", "O", "H", "O", "O", "O", "O", "O", "H", "H", "C", "Br", "O", "C"], "positions_angstrom": [[1.604, 4.153, -3.336], [0.484, -0.248, 0.772], [-1.980, 2.907, 0.264], [1.819, -2.684, 0.767], [3.140, 1.547, -2.820], [3.194, 2.975, -1.335], [-2.327, 4.797, 1.305], [0.877, -0.509, 1.746], [-2.875, 3.998, 0.813], [-4.117, -2.656, 0.174], [1.157, 0.388, 2.288], [-0.786, -1.840, -1.579], [0.107, -1.004, 2.340], [1.005, 3.005, -1.733], [1.633, 3.110, -3.016], [-3.243, -2.875, 1.704], [5.195, -4.080, 0.216], [1.965, 3.060, -0.782], [1.537, -3.066, 2.972], [1.747, 3.164, 0.380], [-3.152, -2.898, 0.622], [-3.494, 3.502, -1.303], [-1.002, 3.280, -0.040], [-2.574, -4.196, 0.095], [3.039, 2.629, -2.718], [1.111, 2.497, -3.744], [3.800, 3.119, -3.319], [4.152, -3.867, 0.261], [-1.536, -2.451, -0.890], [2.428, -2.042, 2.846], [-1.878, -4.659, 0.796], [1.204, -2.514, -0.108], [-2.186, -1.937, 0.179], [-3.636, 3.614, 1.495], [1.051, -3.454, 3.979], [-2.698, 2.484, -0.902], [-4.088, 3.532, -2.329], [-3.519, 4.485, -0.369], [1.216, -3.561, 1.742], [-3.330, -4.921, -0.192], [-1.845, 2.076, 0.951], [3.098, -3.335, 0.435], [3.477, -0.348, 0.805], [-1.842, -3.755, -1.057], [2.066, -1.421, 1.628]], "forces_ev_per_angstrom": [[0.03, 0.01, 0.03], [-0.02, 0.03, -0.19], [0.19, 0.01, 0.09], [1.26, -0.58, 0.33], [-0.04, 0.00, 0.03], [-0.02, -0.01, -0.08], [-0.03, 0.11, -0.13], [-0.29, -0.21, 0.75], [0.02, -0.01, 0.11], [0.02, 0.00, -0.04], [0.06, 0.18, -0.02], [0.23, 0.12, -0.02], [-0.21, -0.08, -0.12], [-0.01, 0.03, -0.08], [0.01, -0.01, -0.15], [0.13, 0.11, 0.01], [-0.11, -0.41, -0.19], [0.03, -0.07, -0.03], [-0.46, -0.43, -0.16], [-0.07, 0.02, 0.20], [-0.12, -0.06, 0.07], [0.10, -0.03, 0.11], [-0.01, 0.00, 0.00], [-0.04, -0.11, 0.12], [0.04, -0.05, -0.13], [-0.11, -0.06, 0.13], [0.06, 0.08, 0.14], [0.50, 0.40, 0.16], [-0.06, -0.08, 0.04], [-0.27, 0.64, 0.46], [0.03, 0.05, 0.00], [-0.39, -0.05, 0.06], [-0.03, -0.04, 0.04], [-0.02, -0.02, -0.03], [0.41, -0.12, 0.14], [-0.02, 0.04, 0.07], [-0.10, 0.01, -0.17], [0.02, -0.02, 0.05], [-0.67, 0.68, 0.15], [0.04, 0.03, -0.17], [-0.09, -0.11, -0.12], [-0.42, 0.22, -0.40], [0.10, -0.18, 0.44], [-0.06, 0.00, 0.07], [0.40, -0.01, -1.59]], "mulliken_charge": [0.26, 0.37, 0.10, 0.84, 0.25, -0.35, 0.32, -1.34, -0.35, 0.27, 0.39, -0.52, 0.34, -0.24, -0.35, 0.32, 0.45, 0.66, 0.52, -0.51, -0.36, 0.60, 0.04, -0.30, -0.34, 0.31, 0.31, 0.16, 0.69, -0.39, 0.23, 0.15, -0.27, 0.25, -0.51, -0.27, -0.54, -0.34, -0.36, 0.31, 0.21, -1.30, -0.13, -0.34, 0.78]}

---

3.
{"formula": "C21H23N5Zr", "method": "wB97M-V/def2-TZVPD", "total_charge": 4, "de_lowest_kcal_mol": 0.0, "gap_ev": 5.1, "species": ["H", "N", "Zr", "H", "H", "C", "N", "H", "C", "H", "C", "H", "H", "C", "C", "C", "H", "H", "C", "C", "C", "H", "H", "H", "C", "C", "H", "C", "N", "C", "H", "H", "H", "H", "C", "H", "C", "C", "C", "H", "H", "H", "C", "C", "C", "H", "N", "C", "N", "H"], "positions_angstrom": [[1.578, 1.013, -2.225], [-0.097, 1.371, -0.956], [-0.033, -0.762, -0.793], [-2.137, -2.069, 3.786], [-1.851, 3.711, -2.352], [3.648, -1.802, 1.370], [2.005, -1.370, -0.305], [-0.041, 0.899, -3.042], [-2.353, -1.679, 1.016], [-5.673, -2.190, 0.683], [0.008, -1.970, 3.954], [0.117, 3.156, -3.625], [0.443, 4.261, 0.368], [0.849, 3.598, -0.394], [2.970, -1.418, -1.255], [-1.184, -1.652, 1.913], [1.709, 3.248, -2.867], [5.669, -2.033, 0.658], [4.292, -1.662, -0.952], [0.665, 2.989, -2.700], [4.636, -1.846, 0.384], [-2.037, 1.442, -1.817], [-1.965, 1.854, -0.083], [5.033, -1.711, -1.739], [-4.311, -1.797, -0.935], [-1.472, 1.978, -1.047], [1.893, 3.869, -0.545], [1.212, -1.845, 3.262], [-0.009, -1.434, 1.255], [0.566, 1.439, -2.295], [0.012, -2.163, 5.021], [-3.917, -2.080, 2.425], [2.664, -1.275, -2.289], [2.152, -1.965, 3.784], [1.177, -1.598, 1.908], [-5.057, -1.858, -1.717], [2.341, -1.579, 1.006], [-3.655, -1.923, 1.387], [-1.299, 3.492, -1.440], [1.715, 1.627, 0.121], [0.233, 2.002, 1.034], [3.916, -1.963, 2.406], [0.730, 2.101, 0.069], [-2.994, -1.539, -1.244], [-1.203, -1.903, 3.266], [-1.693, 4.132, -0.653], [-2.026, -1.476, -0.298], [-4.645, -1.987, 0.403], [0.111, 3.763, -1.631], [-2.692, -1.396, -2.281]], "forces_ev_per_angstrom": [[-0.01, -0.03, 0.03], [-0.13, -0.43, 0.28], [0.06, 0.12, 0.08], [0.01, -0.01, 0.02], [0.02, -0.03, -0.02], [0.00, -0.03, 0.06], [-0.13, 0.08, 0.01], [-0.03, -0.02, 0.02], [-0.02, 0.04, -0.13], [0.00, 0.00, 0.01], [-0.03, 0.00, 0.01], [-0.03, -0.04, 0.01], [-0.03, -0.03, 0.01], [-0.04, 0.01, -0.11], [0.01, 0.02, -0.11], [-0.07, 0.00, 0.02], [0.02, -0.04, 0.03], [-0.01, 0.00, 0.02], [0.00, -0.02, 0.09], [-0.04, 0.17, 0.00], [0.03, 0.01, -0.05], [0.03, -0.06, 0.02], [0.03, 0.00, 0.02], [-0.01, 0.00, -0.02], [-0.03, -0.04, 0.10], [-0.18, 0.17, -0.05], [0.01, -0.04, -0.02], [0.01, -0.01, 0.03], [0.01, 0.02, -0.03], [0.10, -0.12, -0.12], [0.01, 0.00, 0.00], [0.00, 0.00, 0.00], [0.01, 0.00, -0.01], [0.00, -0.01, 0.00], [0.02, 0.02, -0.02], [0.02, 0.00, -0.03], [0.05, 0.04, -0.12], [0.00, -0.02, 0.05], [0.08, 0.00, -0.03], [-0.02, -0.04, -0.01], [-0.05, 0.02, -0.02], [0.00, 0.00, 0.00], [0.20, 0.15, 0.13], [0.00, 0.03, -0.15], [0.00, 0.01, -0.03], [0.01, -0.03, 0.03], [0.14, 0.11, 0.02], [-0.01, 0.01, -0.04], [-0.01, 0.01, 0.02], [-0.01, 0.00, -0.01]], "mulliken_charge": [0.31, 0.22, 1.54, 0.47, 0.38, -0.60, -0.02, 0.54, 0.79, 0.52, -0.89, 0.29, 0.31, -0.89, 0.08, 0.47, 0.38, 0.52, -0.93, -0.86, -0.51, 0.38, 0.50, 0.47, -0.89, -0.44, 0.36, -0.72, -0.11, -0.33, 0.51, 0.47, 0.51, 0.48, 0.55, 0.48, 0.64, -0.61, -0.96, 0.41, 0.51, 0.47, -0.40, 0.05, -0.66, 0.32, -0.15, -0.51, 0.04, 0.51]}

---

4.
{"formula": "C28H39ClN3O2PS2Se2Y", "method": "wB97M-V/def2-TZVPD", "total_charge": -1, "de_lowest_kcal_mol": 45.2, "gap_ev": 7.0, "species": ["C", "Y", "H", "C", "N", "C", "H", "C", "H", "H", "H", "H", "H", "C", "C", "C", "C", "C", "H", "C", "C", "O", "H", "H", "H", "H", "C", "C", "C", "H", "H", "N", "Se", "S", "C", "C", "C", "H", "H", "C", "C", "Cl", "H", "C", "N", "C", "H", "H", "H", "H", "H", "H", "S", "H", "H", "O", "H", "H", "C", "C", "C", "C", "H", "H", "C", "H", "H", "H", "C", "H", "H", "C", "H", "H", "H", "H", "P", "H", "Se"], "positions_angstrom": [[1.794, 1.365, -3.844], [0.441, 0.986, 1.135], [2.831, -2.825, 5.221], [-3.549, -0.461, -5.067], [-0.548, 3.035, 2.594], [-1.971, 3.354, 2.620], [-2.150, 3.816, -0.178], [-2.152, 2.886, -0.753], [-3.046, 0.944, -0.728], [-2.636, 1.406, 3.233], [0.015, 3.885, 2.584], [1.905, -0.484, -2.786], [1.003, -2.692, -0.941], [-0.718, -4.595, -3.142], [-2.788, 2.074, 2.381], [-1.283, -0.870, -5.753], [-2.540, -0.342, -6.009], [2.413, -1.205, 6.193], [2.999, -0.509, 6.799], [2.033, 3.360, -2.537], [1.858, 2.753, -3.771], [3.309, -2.211, 5.792], [3.170, 0.742, 0.377], [1.472, -1.995, 3.556], [2.041, 4.438, -2.443], [-0.790, 1.568, -1.444], [0.799, -3.505, -1.627], [0.869, -1.409, 4.256], [1.465, -5.513, -2.754], [-2.611, 3.099, -1.731], [-0.499, -0.781, -6.494], [-0.773, 2.423, -0.877], [2.447, 1.808, 3.152], [-0.806, -0.726, -1.055], [2.337, 0.377, -0.240], [2.181, 1.166, -1.446], [-1.026, -1.502, -4.552], [2.203, -6.280, -2.944], [-1.688, -4.629, -3.623], [0.891, 0.671, 5.698], [2.174, 2.575, -1.411], [2.116, 3.332, 0.160], [-2.290, 3.792, 3.581], [-2.983, 1.804, -0.055], [-2.350, 1.367, 1.183], [1.967, 0.594, -2.717], [1.602, 0.892, -4.797], [3.728, 0.419, 4.783], [2.194, 2.071, 5.764], [-2.734, 0.161, -6.948], [1.746, 3.357, -4.659], [0.203, 0.205, 6.408], [-3.318, -3.040, -1.123], [-0.046, -1.909, -4.338], [2.498, -0.682, -0.472], [1.638, 1.611, 6.413], [0.287, 1.166, 4.923], [2.710, -4.436, -1.381], [0.232, -5.569, -3.387], [-0.431, -3.557, -2.265], [1.746, -0.426, 5.035], [2.864, 0.154, 4.166], [-0.312, 2.552, 3.466], [0.375, -2.094, 4.952], [-3.296, -1.102, -3.869], [-4.535, -0.059, -5.266], [0.014, -6.377, -4.072], [3.196, -0.571, 3.420], [-2.037, -1.621, -3.611], [-0.234, 3.107, -1.408], [1.620, -1.629, 6.828], [1.748, -4.481, -1.874], [-3.856, 2.340, 2.326], [-2.172, 4.085, 1.834], [-4.004, 2.179, 0.120], [-2.549, 0.372, 1.305], [-1.707, -2.277, -1.936], [-4.069, -1.229, -3.123], [-0.638, -0.697, 3.190]], "forces_ev_per_angstrom": [[0.00, 0.13, -0.10], [-1.12, 0.56, 0.70], [0.07, 0.06, 0.04], [-0.09, 0.09, -0.09], [0.29, -0.14, 0.26], [-0.45, -0.16, -0.11], [-0.06, -0.04, -0.07], [-0.33, -0.06, 0.18], [0.00, 0.06, 0.12], [-0.03, 0.06, -0.07], [-0.04, -0.25, 0.05], [0.04, -0.05, 0.04], [0.01, 0.03, 0.01], [-0.06, 0.03, 0.01], [0.15, 0.42, 0.22], [0.10, 0.08, -0.21], [-0.03, 0.08, -0.16], [-0.38, 0.47, 0.19], [-0.11, -0.02, -0.03], [0.05, 0.10, -0.12], [-0.04, 0.11, -0.05], [0.26, -0.51, -0.33], [-0.22, 0.01, -0.01], [0.00, -0.01, 0.21], [0.00, 0.05, 0.00], [0.09, 0.20, -0.14], [-0.04, 0.12, 0.00], [-0.31, -0.03, -0.13], [0.08, -0.07, 0.00], [0.06, -0.01, 0.14], [0.03, 0.01, -0.04], [0.26, -0.26, -0.23], [-0.07, -0.15, -0.04], [0.24, 0.18, 0.25], [0.45, -0.32, -0.02], [0.31, 0.15, -0.13], [0.01, -0.09, 0.07], [0.04, -0.03, -0.02], [-0.03, -0.05, -0.03], [-0.39, -0.36, -0.55], [-0.24, -0.51, -0.34], [0.35, 0.32, 0.15], [0.07, -0.04, -0.25], [0.10, 0.33, -0.36], [0.01, -0.80, 0.14], [-0.05, 0.07, 0.16], [0.02, -0.06, -0.06], [-0.13, -0.12, -0.09], [-0.15, 0.07, -0.07], [0.00, 0.01, -0.04], [-0.02, 0.06, -0.07], [-0.06, -0.01, 0.01], [-0.04, -0.06, -0.02], [0.06, 0.03, -0.03], [-0.13, 0.11, 0.04], [0.60, 0.38, 0.42], [0.16, -0.27, 0.22], [0.03, -0.01, 0.04], [-0.02, -0.08, -0.09], [-0.23, 0.31, 0.25], [0.10, 0.00, 0.37], [0.06, 0.37, -0.31], [0.24, 0.10, -0.28], [0.11, 0.00, -0.05], [-0.05, -0.14, 0.03], [0.00, 0.02, -0.03], [-0.02, -0.05, -0.04], [0.03, -0.02, 0.25], [-0.08, -0.04, 0.34], [0.01, -0.24, 0.20], [0.04, 0.04, 0.00], [0.14, -0.13, 0.00], [0.11, -0.07, 0.05], [-0.06, 0.00, 0.10], [0.10, -0.05, 0.00], [0.04, 0.19, -0.06], [0.06, -0.22, -0.05], [-0.05, 0.02, 0.03], [0.17, 0.11, -0.39]], "mulliken_charge": [-0.52, 0.28, 0.36, -0.67, -0.12, -0.68, 0.32, -0.78, 0.27, 0.37, 0.22, 0.33, 0.26, -0.37, -0.83, -0.71, -0.38, -1.43, 0.45, -0.57, -0.56, -0.56, 0.57, 0.51, 0.43, -0.19, -0.17, -1.62, -0.40, 0.51, 0.41, 0.16, -0.30, 0.00, -1.83, 1.05, -0.03, 0.36, 0.39, -0.33, 0.36, -0.10, 0.43, -0.84, 0.11, -0.38, 0.35, 0.48, 0.39, 0.38, 0.39, 0.56, -0.52, 0.38, 0.35, -0.64, -0.51, 0.41, -0.63, 0.02, 2.59, -1.48, -0.07, 0.38, -0.45, 0.39, 0.37, 0.35, -0.10, 0.21, 0.45, -0.69, 0.32, 0.30, 0.35, 0.29, 0.70, 0.33, -0.44]}

---

What is the formula in the second record?
C15H17BrO12